1.
DFT (ωB97M-V with the def2-TZVPD basis set) results for a molecular structure, C27H75FInN11O4P3 at a distorted geometry.

The orbital gap is 6.13 eV. The net charge is -1. The calculation puts the highest occupied orbital energy at -4.40 eV. The electronic energy comes out at -3291.12829 a.u.

Structure (XYZ):
```
122
Properties=species:S:1:pos:R:3:lowdin_charge:R:1
C -0.245 -0.797 -1.827 0.01
C 0.777 -0.339 -2.845 -0.51
O 1.711 0.369 -2.512 0.05
N 0.623 -0.759 -4.176 0.04
C 1.462 -1.884 -4.603 -0.21
C 0.974 -3.262 -4.146 -0.20
C -0.283 -3.696 -4.900 -0.32
C -1.025 -4.884 -4.252 -0.30
In -3.150 -4.826 -4.896 0.67
F -3.158 -3.659 -6.576 -0.55
C -4.342 -3.681 -3.409 -0.31
C -4.232 -2.179 -3.719 -0.33
C -5.074 -1.275 -2.805 -0.31
N -4.436 -0.881 -1.542 -0.01
H 0.021 -1.790 -1.469 0.08
H -1.259 -0.803 -2.225 0.06
H -0.185 -0.120 -0.977 0.06
H -0.349 -0.908 -4.415 0.11
H 1.461 -1.897 -5.696 0.12
H 2.500 -1.712 -4.323 0.09
H 1.778 -3.962 -4.394 0.11
H 0.813 -3.283 -3.066 0.09
H -0.988 -2.857 -4.918 0.07
H -0.049 -3.975 -5.927 0.11
H -0.556 -5.829 -4.535 0.02
H -1.000 -4.790 -3.161 0.02
H -3.821 -6.436 -5.225 -0.12
H -5.395 -3.968 -3.430 0.02
H -3.884 -3.883 -2.435 0.02
H -4.571 -2.032 -4.750 0.09
H -3.182 -1.862 -3.701 0.08
H -5.332 -0.357 -3.340 0.09
H -5.977 -1.821 -2.532 0.10
H -3.520 -0.486 -1.712 0.03
H -4.322 -1.686 -0.940 0.06
O -2.626 -1.502 2.394 -0.28
P -1.651 -1.248 3.474 0.60
N -0.871 0.218 3.103 -0.32
C 0.417 0.360 2.459 -0.11
C -1.784 1.331 2.884 -0.12
N -0.638 -2.608 3.403 -0.30
C 0.788 -2.592 3.644 -0.15
C -0.991 -3.644 2.433 -0.12
N -1.605 -1.125 5.182 -0.29
C -2.870 -1.524 5.815 -0.13
C -1.045 0.053 5.842 -0.12
H 0.884 1.298 2.780 0.08
H 0.350 0.370 1.364 0.08
H 1.113 -0.418 2.747 0.04
H -2.287 1.618 3.816 0.06
H -2.553 1.098 2.141 0.08
H -1.228 2.202 2.536 0.08
H 1.357 -2.302 2.754 0.07
H 1.126 -3.591 3.932 0.08
H 1.047 -1.927 4.471 0.08
H -0.684 -3.393 1.411 0.08
H -2.061 -3.823 2.428 0.07
H -0.499 -4.575 2.723 0.08
H -3.669 -0.792 5.653 0.08
H -2.731 -1.652 6.890 0.07
H -3.199 -2.483 5.410 0.08
H -1.604 0.972 5.650 0.04
H -0.004 0.202 5.569 0.07
H -1.069 -0.125 6.920 0.08
O 5.964 -2.620 -6.109 -0.28
P 6.826 -1.477 -5.748 0.60
N 5.950 -0.061 -6.066 -0.32
C 6.048 0.764 -7.251 -0.11
C 4.651 -0.019 -5.401 -0.11
N 8.181 -1.696 -6.755 -0.30
C 8.938 -0.628 -7.368 -0.15
C 8.192 -2.891 -7.594 -0.13
N 7.746 -0.908 -4.417 -0.30
C 7.835 -1.887 -3.322 -0.13
C 7.574 0.443 -3.891 -0.13
H 5.784 1.794 -6.993 0.08
H 5.387 0.436 -8.064 0.09
H 7.060 0.804 -7.634 0.04
H 4.777 0.063 -4.316 0.07
H 4.054 -0.910 -5.599 0.06
H 4.080 0.851 -5.721 0.09
H 8.482 -0.277 -8.302 0.07
H 9.944 -0.980 -7.612 0.08
H 9.061 0.217 -6.688 0.08
H 7.572 -2.786 -8.493 0.08
H 7.839 -3.756 -7.043 0.07
H 9.221 -3.090 -7.904 0.08
H 6.888 -1.999 -2.782 0.08
H 8.607 -1.591 -2.611 0.07
H 8.114 -2.864 -3.723 0.08
H 6.589 0.637 -3.455 0.07
H 7.770 1.187 -4.658 0.07
H 8.322 0.582 -3.106 0.08
O -2.800 3.043 6.332 -0.28
P -3.854 4.078 6.269 0.61
N -3.102 5.509 5.740 -0.32
C -2.643 6.600 6.571 -0.11
C -2.368 5.347 4.492 -0.12
N -4.416 4.150 7.869 -0.30
C -4.841 5.355 8.546 -0.14
C -3.836 3.198 8.815 -0.13
N -5.394 4.322 5.569 -0.29
C -5.941 3.101 4.951 -0.11
C -5.686 5.495 4.749 -0.13
H -2.669 7.529 5.993 0.08
H -1.620 6.459 6.945 0.09
H -3.293 6.762 7.421 0.04
H -3.049 5.163 3.653 0.07
H -1.657 4.516 4.532 0.07
H -1.814 6.257 4.266 0.08
H -3.999 5.912 8.972 0.07
H -5.510 5.099 9.372 0.08
H -5.408 6.010 7.881 0.08
H -2.847 3.506 9.176 0.08
H -3.740 2.215 8.368 0.07
H -4.505 3.109 9.674 0.08
H -5.424 2.832 4.025 0.08
H -7.001 3.231 4.732 0.08
H -5.849 2.263 5.646 0.08
H -5.117 5.548 3.816 0.07
H -5.527 6.412 5.310 0.07
H -6.747 5.452 4.493 0.08
```



2.
DFT (ωB97M-V with the def2-TZVPD basis set) results for 9 unconnected molecules or ions with the total composition C27H78N6O9 at a distorted geometry.

The orbital gap is 9.31 eV. The net charge is 0. For the energy above the lowest of the compared OMol25 structures with the same formula, charge and spin, the calculation gives 513.4 kcal per mole. The calculation puts the highest occupied orbital energy at -8.89 eV. The electronic energy comes out at -2080.26140 a.u.

Structure (XYZ):
```
120
Properties=species:S:1:pos:R:3:lowdin_charge:R:1
C 4.349 -3.322 -4.686 -0.12
O 2.972 -3.106 -4.504 -0.27
C 2.268 -4.298 -4.068 -0.25
C 0.843 -3.951 -3.909 -0.50
C 0.572 -2.856 -2.797 -0.05
N 0.061 -5.122 -3.692 0.03
H 4.678 -2.398 -5.070 0.04
H 4.482 -4.310 -5.463 0.16
H 4.644 -3.240 -3.582 0.11
H 2.478 -5.125 -4.897 0.15
H 2.679 -4.784 -3.054 0.16
H 0.516 -3.490 -4.973 0.18
H -0.504 -2.834 -2.635 0.05
H 0.724 -1.697 -2.827 0.07
H 1.072 -3.325 -1.788 0.11
H 0.380 -5.934 -4.246 0.09
H 0.080 -5.485 -2.764 0.06
C -1.038 -4.088 5.543 -0.15
O -0.240 -3.601 4.505 -0.20
C -0.148 -4.678 3.401 -0.08
C 0.659 -4.038 2.226 -0.42
C -0.108 -3.038 1.491 -0.04
N 1.030 -5.132 1.286 0.02
H -1.898 -4.475 5.086 0.06
H -1.035 -3.217 6.161 0.07
H -0.631 -4.734 6.418 0.11
H 0.182 -5.656 3.759 0.12
H -1.174 -4.852 3.095 0.11
H 1.525 -3.646 2.547 0.10
H -0.140 -2.140 2.094 0.09
H -1.075 -3.170 1.400 0.04
H 0.515 -2.767 0.833 0.00
H 1.816 -4.812 0.535 0.13
H 1.561 -5.760 1.860 0.04
C -0.502 3.372 -5.491 -0.01
O 0.135 2.195 -4.794 -0.20
C 1.035 1.484 -5.696 -0.14
C 2.266 0.983 -4.743 -0.47
C 3.118 2.186 -4.472 -0.06
N 2.880 -0.014 -5.402 0.08
H -1.242 3.660 -4.853 0.04
H -0.666 3.140 -6.510 0.08
H 0.249 4.069 -5.403 0.06
H 0.648 0.613 -6.090 0.08
H 1.273 2.039 -6.538 0.09
H 1.663 0.547 -4.046 0.10
H 2.661 3.264 -3.969 0.13
H 3.701 2.562 -5.353 0.09
H 3.660 2.071 -3.555 0.02
H 2.108 -0.524 -5.667 0.05
H 3.204 -0.619 -4.741 0.03
C 3.804 -1.130 0.250 -0.04
O 3.485 0.247 0.597 -0.20
C 2.802 0.971 -0.511 -0.12
C 2.412 2.408 -0.007 -0.52
C 2.247 3.309 -1.098 -0.12
N 3.462 2.950 0.803 0.05
H 4.008 -1.510 1.309 0.12
H 4.603 -1.261 -0.119 -0.04
H 2.827 -1.698 -0.063 0.12
H 3.198 1.074 -1.619 0.14
H 1.830 0.471 -0.842 0.10
H 1.575 2.495 0.600 0.11
H 2.057 4.398 -0.686 0.13
H 1.482 2.952 -1.772 0.06
H 3.193 3.334 -1.821 0.11
H 3.711 2.013 1.033 0.03
H 3.068 3.462 1.591 0.09
C -3.417 2.615 -2.433 -0.08
O -2.336 1.896 -1.830 -0.21
C -2.713 0.621 -1.434 -0.27
C -1.619 -0.160 -0.843 -0.38
C -1.176 0.504 0.489 0.02
N -0.540 -0.053 -1.787 0.12
H -4.402 2.624 -1.577 0.15
H -3.461 2.130 -3.419 0.08
H -3.172 3.686 -2.816 0.09
H -3.454 0.641 -0.736 0.08
H -3.040 -0.068 -2.362 0.18
H -2.037 -1.213 -0.670 0.16
H -0.311 -0.064 0.964 0.11
H -1.899 0.561 1.102 0.01
H -0.864 1.249 0.199 -0.06
H -0.801 0.778 -2.063 0.00
H -0.705 -0.808 -2.313 -0.01
C -0.222 0.136 4.265 -0.01
O -0.170 1.137 5.300 -0.17
C -1.049 1.066 6.312 -0.28
C -0.976 2.369 7.164 -0.43
C 0.362 2.431 7.862 -0.08
N -2.131 2.474 8.075 0.10
H 0.422 0.180 3.494 0.05
H -1.134 0.196 4.053 0.01
H -0.035 -0.822 4.764 0.10
H -2.130 1.256 5.949 0.13
H -1.006 0.024 7.012 0.18
H -0.985 3.291 6.508 0.16
H 0.358 3.445 8.434 0.11
H 1.172 2.369 7.297 0.01
H 0.330 1.615 8.737 0.12
H -2.320 1.897 8.722 -0.02
H -2.812 2.279 7.477 0.00
C -4.025 -2.069 2.343 -0.13
O -5.179 -1.253 2.553 -0.09
H -3.440 -1.593 3.066 0.06
H -3.470 -2.229 1.487 0.03
H -4.372 -3.092 2.617 0.10
H -5.881 -1.834 2.634 0.03
C -0.843 5.187 -2.108 -0.14
O -0.846 6.321 -1.236 -0.06
H -1.509 5.188 -2.786 -0.02
H -0.801 4.158 -1.578 0.11
H 0.021 5.169 -2.691 0.06
H 0.050 6.536 -1.234 0.03
C -4.861 2.835 1.473 -0.10
O -4.959 3.822 2.583 -0.05
H -5.133 3.161 0.354 0.10
H -5.566 2.165 1.596 0.00
H -3.898 2.291 1.239 0.08
H -5.079 4.556 2.133 -0.03
```



| no. | LUMO level (Ha) |
| --- | --- |
| 1 | 0.06357 |
| 2 | 0.01551 |